[1]
Formula: CH2BrIO2S
Source: the Open Molecules 2025 dataset
Level of theory: ωB97M-V with the def2-TZVPD basis set

Properties
E_LUMO ... -0.950 eV
Energy ... -94141.380 eV
Gap between HOMO and LUMO ... 9.07 eV
Charge ... 0
Energy above the lowest of the compared OMol25 structures with the same formula, charge and spin ... 60.3 kJ/mol

XYZ file:
```
8
Properties=species:S:1:pos:R:3:mulliken_charge:R:1
C -0.274 -0.331 0.268 -0.8386
O 0.591 -2.810 1.287 -0.4575
O 0.297 -2.425 -1.133 -0.4412
S 0.692 -1.955 0.156 0.8984
Br 2.734 -0.960 -0.046 -0.1571
I -2.154 -1.108 -0.058 0.1780
H -0.204 0.135 1.236 0.3967
H 0.186 0.230 -0.646 0.4214
```


[2]
Formula: C16H17N4O4
Source: the Open Molecules 2025 dataset
Level of theory: ωB97M-V with the def2-TZVPD basis set

Properties
E_LUMO ... 1.162 eV
Energy ... -31016.650 eV
Gap between HOMO and LUMO ... 3.67 eV
Charge ... -1
Energy above the lowest of the compared OMol25 structures with the same formula, charge and spin ... 0.0 kJ/mol

XYZ file:
```
41
Properties=species:S:1:pos:R:3:mulliken_charge:R:1
C -6.133 0.060 -0.967 -1.1351
C -5.013 -0.962 -0.945 -0.1768
O -3.663 -0.220 -1.026 -0.2829
C -2.580 -0.965 -0.863 0.5423
N -1.242 -0.279 -0.793 -0.1228
N -1.168 0.839 -1.301 0.2109
C 0.010 1.595 -1.470 0.4526
O 1.106 1.419 -0.961 -0.4783
O -0.306 2.600 -2.304 -0.3265
C 0.842 3.499 -2.481 -0.0738
C 0.429 4.573 -3.458 -1.3065
O -2.467 -2.168 -0.719 -0.5154
H -7.123 -0.417 -0.957 0.3742
H -6.112 0.709 -0.084 0.3009
H -6.108 0.686 -1.867 0.3037
H -5.011 -1.533 -0.010 0.3127
H -5.061 -1.632 -1.810 0.2831
H 1.101 3.927 -1.501 0.2722
H 1.694 2.911 -2.850 0.2935
H 1.249 5.284 -3.594 0.3867
H 0.187 4.162 -4.444 0.3217
H -0.438 5.141 -3.102 0.3213
C 2.827 1.278 1.356 -1.3580
C 2.069 0.284 2.140 0.8918
C 1.314 0.788 3.223 0.1076
N 0.740 1.247 4.138 -0.7380
C 2.237 -1.126 2.031 1.1956
C 3.071 -1.730 1.034 -0.5263
C 3.223 -3.108 0.969 -0.7939
C 2.556 -3.949 1.873 0.2903
C 2.674 -5.377 1.756 0.1243
N 2.754 -6.538 1.648 -0.6404
C 1.792 -3.384 2.902 -0.6598
C 1.622 -2.006 2.977 -0.7561
H 3.505 0.794 0.654 0.2971
H 2.172 1.964 0.796 0.1437
H 3.412 1.921 2.041 0.2983
H 3.621 -1.096 0.331 0.1109
H 3.857 -3.554 0.199 0.3687
H 1.319 -4.044 3.634 0.3746
H 1.040 -1.591 3.806 0.3118
```


[3]
Formula: C2H7NO3
Source: the Open Molecules 2025 dataset
Level of theory: ωB97M-V with the def2-TZVPD basis set

Properties
E_LUMO ... 0.548 eV
Energy ... -9819.297 eV
Gap between HOMO and LUMO ... 11.28 eV
SMILES ... O=CNCO.O
Charge ... 0
Energy above the lowest of the compared OMol25 structures with the same formula, charge and spin ... 160.5 kJ/mol

XYZ file:
```
13
Properties=species:S:1:pos:R:3:mulliken_charge:R:1
O -0.307 0.743 1.460 -0.4856
C -0.144 1.364 0.456 -0.1625
N 0.623 0.897 -0.592 -0.1461
C 1.646 -0.111 -0.482 -0.3071
O 1.322 -1.533 -0.608 -0.4969
H -0.650 2.255 0.374 0.5118
H 0.632 1.295 -1.566 0.2581
H 2.304 -0.063 -1.345 0.2931
H 2.231 -0.053 0.482 0.2546
H 0.370 -1.626 -0.449 0.2799
O -2.748 -0.878 -0.039 -0.6344
H -1.951 -0.445 0.157 0.3191
H -2.453 -1.812 0.138 0.3159
```


[4]
Formula: C4H6Cl2N3O
Source: the Open Molecules 2025 dataset
Level of theory: ωB97M-V with the def2-TZVPD basis set

Properties
E_LUMO ... -4.332 eV
Energy ... -35799.004 eV
Gap between HOMO and LUMO ... 10.49 eV
Charge ... +1
Energy above the lowest of the compared OMol25 structures with the same formula, charge and spin ... 137.5 kJ/mol

XYZ file:
```
16
Properties=species:S:1:pos:R:3:mulliken_charge:R:1
C -0.621 2.985 0.040 0.0106
C -1.490 -1.128 1.449 0.4087
C 0.446 -0.485 -0.031 0.7022
C 1.943 -0.178 -1.874 -0.6206
N -0.539 1.959 0.576 -0.3649
N -0.852 -1.567 2.378 -0.4632
N -0.847 -0.539 0.308 -0.2078
O 0.670 -0.224 -1.273 -0.2369
Cl -3.191 -1.149 1.085 -0.1365
Cl 1.642 -0.810 1.100 -0.0309
H -0.657 3.940 -0.339 0.3779
H 1.775 0.566 -2.681 0.2449
H 2.115 -1.192 -2.330 0.2822
H 2.638 -0.031 -1.057 0.3648
H -1.505 -1.959 3.134 0.3184
H -1.526 -0.188 -0.486 0.3509
```


[5]
Formula: C10H50O15
Source: the Open Molecules 2025 dataset
Level of theory: ωB97M-V with the def2-TZVPD basis set

Properties
E_LUMO ... -0.522 eV
Energy ... -41889.549 eV
Gap between HOMO and LUMO ... 8.76 eV
Charge ... 0
Energy above the lowest of the compared OMol25 structures with the same formula, charge and spin ... 298.8 kJ/mol

XYZ file:
```
75
Properties=species:S:1:pos:R:3:mulliken_charge:R:1
C 5.049 -0.459 2.273 -0.4520
O 5.239 0.480 1.261 -0.5596
H 4.111 -1.011 2.325 0.0037
H 5.872 -1.172 2.214 0.3158
H 5.012 0.104 3.206 0.2757
H 4.613 1.196 1.390 0.4535
C -1.672 1.979 3.035 -0.5772
O -1.553 2.024 1.598 -0.4059
H -1.132 2.831 3.446 0.3159
H -2.709 1.892 3.358 0.3115
H -1.190 1.049 3.337 0.1051
H -1.929 2.839 1.258 0.1956
C 2.962 1.036 -1.663 -0.1483
O 2.697 2.367 -1.164 -0.5957
H 2.254 0.768 -2.447 0.2883
H 3.960 1.049 -2.100 0.3077
H 2.894 0.332 -0.833 -0.1748
H 2.166 2.772 -1.854 0.3334
C -3.676 0.524 -1.099 -0.2593
O -3.481 -0.509 -0.116 -0.3259
H -4.683 0.447 -1.507 0.3572
H -3.663 1.524 -0.666 0.1857
H -2.893 0.373 -1.843 -0.0963
H -2.563 -0.466 0.162 0.3695
C -2.103 2.756 -3.787 -0.6859
O -1.294 2.810 -2.645 -0.4335
H -1.684 1.979 -4.426 0.2563
H -3.133 2.493 -3.545 0.2865
H -2.081 3.726 -4.284 0.2826
H -1.808 3.306 -2.004 0.3645
C 1.551 -1.158 4.673 -0.2450
O 2.621 -0.507 5.354 -0.5761
H 1.036 -0.469 4.004 -0.0778
H 1.829 -2.127 4.261 0.1247
H 0.794 -1.485 5.386 0.4434
H 2.417 0.422 5.481 0.3221
C 0.326 -3.114 1.916 -0.9767
O 0.864 -1.833 1.791 -0.3458
H 1.135 -3.836 2.020 0.3820
H -0.301 -3.204 2.803 0.3010
H -0.179 -3.420 0.999 0.3405
H 1.618 -1.946 1.208 0.1714
C 1.968 -2.493 -1.187 -0.4026
O 2.745 -2.557 -0.015 -0.5919
H 0.982 -2.231 -0.804 -0.1978
H 2.335 -1.655 -1.779 0.3029
H 1.845 -3.460 -1.674 0.3385
H 3.597 -2.658 -0.445 0.3725
C 1.939 1.596 2.079 0.1090
O 3.078 2.113 1.480 -0.6292
H 2.215 1.125 3.022 0.0031
H 1.092 2.274 2.193 0.2928
H 1.616 0.774 1.440 -0.2188
H 2.790 2.314 0.586 0.3729
C -2.539 -2.824 -2.944 -0.3111
O -2.811 -3.804 -4.000 -0.5614
H -2.828 -1.842 -3.319 0.1646
H -3.086 -3.016 -2.021 0.3041
H -1.509 -2.925 -2.600 0.0755
H -3.758 -3.775 -4.155 0.2971
O -0.725 -0.201 0.282 -0.7923
H -0.859 0.610 0.772 0.4895
H -0.099 -0.699 0.808 0.1774
O -2.356 4.698 -1.171 -0.6011
H -1.897 5.497 -0.909 0.2769
H -3.076 4.619 -0.545 0.2667
O 1.122 -1.226 -4.368 -0.6861
H 0.525 -1.798 -4.851 0.3232
H 0.656 -1.024 -3.557 0.2250
O -0.443 -0.295 -2.376 0.1041
H -0.519 -0.313 -1.422 0.2979
H -0.843 0.535 -2.633 0.0448
O -6.201 -1.414 0.793 -0.6489
H -5.377 -1.251 0.335 0.3527
H -6.873 -1.061 0.210 0.2923
```


[6]
Formula: C4H5NO
Source: the Open Molecules 2025 dataset
Level of theory: ωB97M-V with the def2-TZVPD basis set

Properties
E_LUMO ... -0.060 eV
Energy ... -7763.152 eV
Gap between HOMO and LUMO ... 8.52 eV
SMILES ... C=C=C=O.C=N
Charge ... 0
Energy above the lowest of the compared OMol25 structures with the same formula, charge and spin ... 325.6 kJ/mol

XYZ file:
```
11
Properties=species:S:1:pos:R:3:mulliken_charge:R:1
C -1.201 -2.052 -0.284 -0.5431
C -1.657 -0.829 -0.096 -0.3486
C -1.497 0.288 0.564 0.8073
O -1.594 1.358 1.029 -0.4169
H -0.349 -2.448 0.275 0.2395
H -1.626 -2.730 -1.029 0.2429
C 1.663 1.473 0.256 -0.2553
N 0.964 0.793 -0.556 -0.3827
H 2.678 1.858 0.067 0.2498
H 1.181 1.666 1.219 0.2011
H 1.438 0.622 -1.445 0.2061
```


[7]
Formula: C7H10O2Si
Source: the Open Molecules 2025 dataset
Level of theory: ωB97M-V with the def2-TZVPD basis set

Properties
E_LUMO (alpha / beta) ... -0.087 / -0.087 eV
Energy ... -19387.700 eV
Gap between HOMO and LUMO (alpha / beta) ... 8.08 / 8.08 eV
SMILES ... C=CC(=O)O/[SiH]=C\C.C#C
Charge ... 0
Energy above the lowest of the compared OMol25 structures with the same formula, charge and spin ... 887.7 kJ/mol

XYZ file:
```
20
Properties=species:S:1:pos:R:3:mulliken_charge:R:1
C 1.332 0.826 -2.545 -0.8757
C 0.835 -0.413 -2.396 -0.1474
C -0.540 -0.597 -3.094 0.6705
O -0.824 -0.404 -4.234 -0.5144
O -1.426 -0.874 -2.124 -0.2275
Si -1.132 -1.421 -0.582 0.1486
C -0.919 -0.418 0.846 -0.2705
C -0.719 1.032 0.832 -0.9644
H 2.226 1.092 -2.124 0.3382
H 0.965 1.520 -3.257 0.2701
H 1.273 -1.169 -1.721 0.4073
H -0.534 -2.680 -1.066 -0.0673
H -0.999 -0.872 1.821 0.3390
H -0.618 1.465 -0.121 0.3217
H -1.340 1.673 1.353 0.3649
H 0.360 1.276 1.313 0.1991
C 0.689 -0.481 4.342 -0.1947
C 0.392 0.613 4.179 -0.5105
H 0.832 -1.798 4.339 0.2951
H 0.144 1.631 4.239 0.4176
```